{"formula": "C3H10N2O", "method": "ωB97M-V with the def2-TZVPD basis set", "e_above_lowest_kcal_mol": 50.1, "smiles": "C/C(N)=C/N.O", "e_tot_ev": -8299.33345, "elements": ["C", "C", "N", "C", "N", "H", "H", "H", "H", "H", "H", "H", "H", "O", "H", "H"], "xyz": [[-1.10, -1.44, -0.12], [-0.77, -0.09, 0.41], [-1.06, 0.09, 1.75], [-0.24, 0.94, -0.43], [-0.02, 2.22, 0.19], [-2.07, -1.87, -0.28], [-0.74, -2.16, 0.56], [-0.59, -1.54, -1.03], [-1.91, -0.30, 2.22], [-0.95, 1.12, 2.03], [-0.31, 0.86, -1.46], [0.93, 2.53, 0.11], [-0.47, 2.83, -0.37], [3.07, -1.25, -1.58], [3.71, -0.60, -1.31], [2.49, -1.33, -0.69]], "nbo_charge": [-0.674, 0.211, -0.845, -0.186, -0.848, 0.226, 0.217, 0.225, 0.389, 0.400, 0.181, 0.355, 0.349, -0.937, 0.463, 0.473]}

{"formula": "C29H35KN6O2S3Se", "method": "ωB97M-V with the def2-TZVPD basis set", "charge": -2, "e_above_lowest_kcal_mol": 8.6, "e_tot_ev": -157855.91415, "elements": ["K", "C", "C", "C", "C", "C", "C", "C", "C", "C", "C", "H", "H", "H", "H", "H", "H", "H", "H", "H", "H", "H", "H", "H", "H", "N", "N", "C", "O", "O", "H", "H", "H", "C", "N", "C", "C", "C", "C", "C", "C", "C", "C", "H", "H", "H", "H", "H", "H", "H", "H", "H", "H", "H", "H", "H", "S", "C", "S", "C", "N", "N", "C", "C", "C", "C", "C", "C", "S", "H", "H", "H", "H", "H", "Se", "C", "N"], "xyz": [[1.24, 0.19, -1.46], [-4.45, 1.28, 0.15], [-3.82, 0.90, -1.19], [-4.88, 0.89, -2.29], [-2.65, 1.77, -1.59], [-1.80, 1.33, -2.60], [-0.72, 2.09, -3.02], [-0.44, 3.32, -2.42], [0.78, 4.11, -2.82], [-1.29, 3.76, -1.42], [-2.38, 3.00, -1.01], [-5.21, 0.55, 0.42], [-4.93, 2.26, 0.09], [-3.70, 1.29, 0.94], [-3.43, -0.12, -1.08], [-5.30, 1.89, -2.43], [-5.70, 0.21, -2.04], [-4.46, 0.57, -3.25], [-1.95, 0.36, -3.07], [-0.08, 1.70, -3.80], [0.91, 4.11, -3.90], [1.67, 3.66, -2.37], [0.72, 5.14, -2.47], [-1.08, 4.71, -0.92], [-3.00, 3.36, -0.20], [1.22, -2.65, -1.39], [2.53, -3.11, -1.15], [3.62, -2.27, -1.49], [4.75, -2.79, -1.39], [3.34, -1.09, -1.82], [0.60, -3.06, -0.71], [0.91, -2.84, -2.34], [2.72, -4.09, -1.28], [6.27, -0.49, 0.06], [5.48, 0.77, 0.03], [5.26, 1.23, -1.37], [4.15, 0.64, 0.78], [3.58, 2.00, 1.04], [4.09, 2.69, 2.15], [3.67, 3.98, 2.42], [2.73, 4.55, 1.58], [2.23, 3.83, 0.50], [2.62, 2.53, 0.15], [7.22, -0.31, -0.43], [5.71, -1.27, -0.47], [6.43, -0.77, 1.10], [5.98, 1.51, 0.53], [4.76, 0.41, -1.89], [6.24, 1.45, -1.81], [4.62, 2.10, -1.35], [4.39, 0.09, 1.69], [3.55, 0.02, 0.12], [4.80, 2.20, 2.83], [4.05, 4.52, 3.29], [2.37, 5.56, 1.78], [1.47, 4.33, -0.11], [-0.77, -5.45, 3.37], [-1.18, -3.93, 2.80], [-0.07, -2.85, 2.03], [-1.34, -1.65, 1.75], [-2.49, -2.05, 2.22], [-2.37, -3.31, 2.81], [-3.60, -3.84, 3.30], [-4.76, -3.57, 2.59], [-5.98, -4.05, 3.05], [-6.04, -4.80, 4.22], [-4.87, -5.05, 4.93], [-3.65, -4.57, 4.48], [-0.99, -0.17, 0.99], [-4.70, -2.97, 1.69], [-6.88, -3.85, 2.49], [-6.99, -5.18, 4.57], [-4.91, -5.63, 5.85], [-2.74, -4.77, 5.02], [-0.97, -2.09, -6.49], [-0.29, -1.36, -4.97], [0.14, -0.87, -4.01]], "lowdin_charge": [0.573, -0.100, -0.400, -0.074, -0.223, -0.052, -0.092, -0.287, -0.063, -0.051, -0.034, 0.072, 0.070, 0.051, 0.125, 0.077, 0.070, 0.073, 0.104, 0.095, 0.074, 0.057, 0.069, 0.102, 0.099, -0.020, -0.037, -0.760, -0.078, -0.198, 0.033, 0.068, 0.116, -0.005, -0.173, 0.003, -0.097, -0.311, -0.101, -0.140, -0.132, -0.160, -0.082, 0.094, 0.070, 0.096, 0.160, 0.081, 0.094, 0.083, 0.127, 0.090, 0.093, 0.080, 0.081, 0.052, 0.484, -1.116, 0.941, -1.168, -0.007, -0.168, -0.208, -0.016, -0.096, -0.117, -0.097, -0.056, 0.492, 0.107, 0.095, 0.089, 0.095, 0.064, 0.235, -1.002, -0.014]}

{"formula": "C21H18F3N5O2", "method": "ωB97M-V with the def2-TZVPD basis set", "e_above_lowest_kcal_mol": 0.0, "smiles": "COc1ccc(-c2cc(Nc3ccccc3NC(=O)C(F)(F)F)n(CCC#N)n2)cc1", "e_tot_ev": -41767.44223, "elements": ["C", "O", "C", "C", "C", "C", "C", "C", "C", "N", "C", "C", "C", "C", "C", "C", "N", "C", "O", "C", "F", "F", "F", "N", "C", "C", "C", "N", "N", "C", "C", "H", "H", "H", "H", "H", "H", "H", "H", "H", "H", "H", "H", "H", "H", "H", "H", "H", "H"], "xyz": [[-7.31, -0.41, 0.58], [-6.17, -0.97, 1.18], [-4.95, -0.52, 0.81], [-4.71, 0.48, -0.13], [-3.42, 0.86, -0.43], [-2.33, 0.25, 0.19], [-0.98, 0.66, -0.15], [0.23, 0.29, 0.48], [1.22, 0.94, -0.23], [2.60, 0.95, -0.12], [3.34, 0.04, 0.64], [4.39, 0.53, 1.42], [5.21, -0.32, 2.13], [5.00, -1.69, 2.08], [3.97, -2.20, 1.31], [3.15, -1.36, 0.58], [2.12, -1.87, -0.24], [1.98, -3.12, -0.70], [2.69, -4.09, -0.54], [0.66, -3.22, -1.53], [0.53, -4.38, -2.15], [-0.42, -3.04, -0.75], [0.61, -2.25, -2.47], [0.59, 1.64, -1.22], [1.16, 2.49, -2.22], [1.20, 3.97, -1.78], [2.15, 4.15, -0.72], [2.93, 4.22, 0.12], [-0.73, 1.49, -1.16], [-2.57, -0.76, 1.12], [-3.86, -1.14, 1.43], [-8.17, -0.92, 1.02], [-7.32, -0.57, -0.50], [-7.39, 0.66, 0.79], [-5.53, 0.98, -0.63], [-3.23, 1.63, -1.15], [0.36, -0.32, 1.35], [3.02, 1.87, -0.13], [4.55, 1.59, 1.45], [6.01, 0.08, 2.72], [5.63, -2.36, 2.64], [3.81, -3.26, 1.25], [1.41, -1.19, -0.50], [0.53, 2.41, -3.11], [2.17, 2.13, -2.46], [1.48, 4.60, -2.62], [0.21, 4.26, -1.42], [-1.75, -1.26, 1.61], [-4.05, -1.92, 2.14]], "nbo_charge": [-0.252, -0.490, 0.310, -0.309, -0.165, -0.038, 0.139, -0.410, 0.330, -0.623, 0.119, -0.226, -0.204, -0.219, -0.224, 0.164, -0.626, 0.587, -0.554, 0.897, -0.296, -0.320, -0.327, -0.195, -0.196, -0.531, 0.297, -0.339, -0.293, -0.177, -0.256, 0.201, 0.177, 0.176, 0.219, 0.226, 0.242, 0.419, 0.220, 0.218, 0.218, 0.248, 0.436, 0.240, 0.225, 0.259, 0.269, 0.210, 0.225]}

{"formula": "C6H7N", "method": "ωB97M-V with the def2-TZVPD basis set", "e_above_lowest_kcal_mol": 129.3, "smiles": "C=C1C(=C)N2C[C@@H]12", "e_tot_ev": -7820.03964, "elements": ["C", "C", "C", "C", "N", "C", "C", "H", "H", "H", "H", "H", "H", "H"], "xyz": [[-1.96, 1.03, 0.09], [-0.99, 0.18, -0.21], [0.87, 0.45, -0.06], [1.89, 1.41, -0.05], [0.93, -0.91, -0.44], [0.34, -1.69, 0.58], [-0.50, -1.11, -0.51], [-2.99, 0.78, -0.20], [-1.76, 2.03, 0.57], [1.67, 2.48, -0.05], [2.79, 1.04, -0.51], [0.22, -1.26, 1.63], [0.44, -2.82, 0.53], [-0.95, -1.62, -1.37]], "nbo_charge": [-0.440, 0.043, 0.188, -0.501, -0.442, -0.224, -0.177, 0.206, 0.232, 0.223, 0.217, 0.222, 0.224, 0.229]}

E_HOMO? In order: -7.69 -2.47 -7.97 -8.64 eV.
Gap between HOMO and LUMO? In order: 8.5 6.2 8.5 9.7 eV.